{
  "formula": "C3H7NO2",
  "method": "the ωB97M-V functional and the def2-TZVPD basis",
  "species": ["C", "C", "O", "O", "C", "N", "H", "H", "H", "H", "H", "H", "H"],
  "xyz": [[2.12, -0.28, -0.02], [0.73, 0.30, -0.02], [0.50, 1.47, 0.13], [-0.17, -0.73, 0.42], [-1.35, -0.44, -0.31], [-2.25, 0.41, 0.34], [2.73, 0.25, 0.71], [2.13, -1.33, 0.26], [2.55, -0.19, -1.01], [-0.82, 0.15, -1.21], [-1.82, -1.38, -0.63], [-2.17, 0.40, 1.35], [-2.19, 1.37, 0.01]],
  "e_homo_ev": -9.37,
  "de_lowest_kcal_mol": 48.0,
  "energy_ev": -8808.448,
  "orbital_gap_ev": 10.002,
  "total_charge": 0
}